(1)
{
  "formula": "C5H10O2",
  "method": "ωB97M-V with the def2-TZVPD basis set",
  "elements": ["O", "O", "C", "C", "C", "C", "C", "H", "H", "H", "H", "H", "H", "H", "H", "H", "H"],
  "xyz": [[0.38, 1.18, -0.24], [-0.68, -2.94, 0.52], [-0.92, 1.57, 0.11], [1.38, 2.01, 0.31], [-0.19, -1.61, -0.99], [-1.03, -2.63, -0.78], [0.29, -1.85, 0.42], [-0.98, 1.89, 1.17], [0.05, -0.91, -1.77], [1.31, -2.24, 0.54], [-1.28, 2.40, -0.51], [-1.81, -3.18, -1.29], [1.38, 1.94, 1.41], [2.34, 1.66, -0.07], [-1.57, 0.71, -0.03], [1.25, 3.06, 0.03], [0.07, -1.06, 1.15]],
  "nbo_charge": [-0.551, -0.509, -0.257, -0.247, -0.353, 0.126, -0.079, 0.166, 0.233, 0.191, 0.170, 0.193, 0.164, 0.193, 0.200, 0.166, 0.193],
  "lumo_energy_ev": 0.9598,
  "homo_ha": -0.31973,
  "relative_energy_ev": 3.9770,
  "charge": 0,
  "gap_ha": 0.3550
}

---

(2)
{
  "formula": "C12H24N2RuS5",
  "method": "ωB97M-V with the def2-TZVPD basis set",
  "elements": ["Ru", "S", "S", "S", "S", "S", "N", "N", "C", "C", "C", "C", "C", "C", "C", "C", "C", "C", "C", "C", "H", "H", "H", "H", "H", "H", "H", "H", "H", "H", "H", "H", "H", "H", "H", "H", "H", "H", "H", "H", "H", "H", "H", "H"],
  "xyz": [[0.66, 0.45, -1.41], [-0.15, -0.08, -3.67], [-0.08, 2.65, -2.47], [2.65, 1.83, -1.68], [-0.73, -0.46, 0.36], [2.45, -1.03, -2.72], [-2.39, -0.71, 2.40], [-0.17, -0.79, 2.97], [1.85, 2.98, -0.46], [-1.74, 1.85, -2.38], [1.17, -2.34, -2.79], [-1.80, -1.72, 4.55], [-0.45, -1.04, 4.40], [-2.86, -0.94, 3.79], [3.64, 0.53, -0.80], [0.35, 3.23, -0.76], [-0.26, -1.80, -3.02], [-1.12, -0.66, 2.07], [-1.78, 0.73, -3.42], [3.06, -0.87, -0.99], [0.15, 4.30, -0.71], [-3.09, -0.61, 1.67], [-2.03, 1.12, -4.40], [-1.91, 1.50, -1.37], [-0.31, 2.73, -0.06], [-0.77, -2.41, -3.77], [1.48, -2.95, -3.63], [-2.53, -0.02, -3.15], [0.78, -0.77, 2.66], [0.35, -1.67, 4.78], [-3.06, 0.02, 4.26], [3.73, 0.79, 0.26], [-2.07, -1.78, 5.60], [-0.86, -1.79, -2.12], [3.83, -1.62, -0.79], [4.63, 0.59, -1.25], [-1.74, -2.74, 4.17], [2.41, 3.91, -0.53], [1.21, -2.95, -1.89], [1.98, 2.59, 0.55], [-3.79, -1.50, 3.74], [2.23, -1.07, -0.31], [-2.51, 2.59, -2.62], [-0.42, -0.10, 4.94]],
  "mulliken_spin": [0.799, -0.049, 0.022, -0.046, 0.078, 0.157, 0.012, 0.008, -0.008, 0.002, 0.000, 0.001, -0.001, -0.002, 0.004, 0.010, 0.000, 0.005, 0.001, -0.003, 0.003, 0.001, -0.002, -0.001, 0.004, -0.004, 0.004, 0.000, 0.000, 0.000, 0.001, 0.001, 0.000, -0.003, 0.005, -0.001, 0.000, -0.003, 0.002, 0.001, 0.000, 0.001, 0.001, 0.001],
  "lumo_energy_ev": [-11.8981, -11.4626],
  "multiplicity": 2,
  "homo_ha": [-0.66170, -0.68089],
  "charge": 3,
  "gap_ha": [0.2245, 0.2596]
}

---

(3)
{
  "formula": "C8H15NOS2",
  "method": "ωB97M-V with the def2-TZVPD basis set",
  "elements": ["S", "S", "O", "N", "C", "C", "C", "C", "C", "C", "C", "C", "H", "H", "H", "H", "H", "H", "H", "H", "H", "H", "H", "H", "H", "H", "H"],
  "xyz": [[2.09, -0.46, -0.71], [1.35, 2.19, -1.44], [0.23, 0.10, -2.44], [-1.07, 1.45, 0.20], [-0.80, -2.00, -0.21], [-1.06, 0.35, 0.50], [-1.16, -0.98, 0.90], [0.05, 3.09, -2.28], [3.31, 0.68, 0.03], [-2.69, -1.25, 1.34], [-0.13, -1.15, 2.11], [0.95, 0.51, -1.57], [-0.33, -2.17, 2.49], [0.23, -2.05, -0.27], [-0.46, -0.42, 2.88], [-2.91, -0.58, 2.13], [-0.60, 2.26, -2.50], [-1.14, -2.91, 0.29], [-1.33, -1.87, -1.16], [2.99, 0.78, 1.03], [0.52, 3.74, -3.14], [-2.73, -2.26, 1.82], [4.30, 0.24, -0.21], [0.87, -1.28, 1.85], [3.36, 1.54, -0.52], [-3.31, -1.20, 0.48], [-0.54, 3.66, -1.62]],
  "nbo_charge": [0.228, 0.222, -0.583, -0.370, -0.585, 0.317, -0.168, -0.757, -0.719, -0.566, -0.591, 0.184, 0.207, 0.215, 0.224, 0.213, 0.257, 0.204, 0.235, 0.230, 0.233, 0.208, 0.239, 0.227, 0.242, 0.221, 0.235],
  "lumo_energy_ev": 0.5728,
  "homo_ha": -0.32567,
  "relative_energy_ev": 3.0183,
  "charge": 0,
  "gap_ha": 0.3467,
  "smiles": "CC(C)(C)C#N.CSC(=O)SC"
}

---

(4)
{
  "formula": "C3H13N4",
  "method": "ωB97M-V with the def2-TZVPD basis set",
  "elements": ["N", "N", "N", "N", "C", "C", "C", "H", "H", "H", "H", "H", "H", "H", "H", "H", "H", "H", "H", "H"],
  "xyz": [[-1.23, -0.27, -2.10], [0.17, 1.36, 1.19], [-2.10, 0.68, -0.16], [2.19, -1.68, 0.35], [1.26, 0.49, 0.65], [1.06, -0.99, 0.94], [-2.17, 0.39, -1.41], [2.18, -1.68, -0.67], [1.10, -1.14, 2.02], [1.30, 0.70, -0.42], [-0.42, -0.67, -1.65], [-2.98, 1.12, 0.10], [2.20, 0.81, 1.10], [0.40, 2.33, 1.01], [2.16, -2.66, 0.60], [-3.02, 0.71, -2.00], [-0.79, 1.12, 0.70], [0.07, 1.25, 2.20], [-1.46, -0.56, -3.04], [0.07, -1.33, 0.60]],
  "nbo_charge": [-0.779, -0.716, -0.817, -0.819, -0.226, -0.243, 0.340, 0.357, 0.209, 0.206, 0.397, 0.381, 0.235, 0.427, 0.381, 0.187, 0.460, 0.423, 0.420, 0.177],
  "lumo_energy_ev": -2.8229,
  "homo_ha": -0.48981,
  "relative_energy_ev": 1.1060,
  "charge": 1,
  "gap_ha": 0.3861
}

---

(5)
{
  "formula": "C22H35O8Ti",
  "method": "ωB97M-V with the def2-TZVPD basis set",
  "elements": ["Ti", "O", "O", "O", "O", "O", "O", "O", "O", "C", "C", "C", "C", "C", "C", "C", "C", "C", "C", "C", "C", "C", "C", "C", "C", "C", "C", "C", "C", "C", "C", "H", "H", "H", "H", "H", "H", "H", "H", "H", "H", "H", "H", "H", "H", "H", "H", "H", "H", "H", "H", "H", "H", "H", "H", "H", "H", "H", "H", "H", "H", "H", "H", "H", "H", "H"],
  "xyz": [[-0.79, -0.42, -0.51], [-0.78, -1.76, 1.31], [-1.86, -0.98, -2.27], [1.14, -0.30, -1.70], [-0.74, 1.37, 0.91], [1.65, -0.48, 0.98], [-0.72, 1.67, -1.75], [-2.76, -0.34, 0.58], [-0.60, -2.50, -1.37], [-2.17, -5.63, -6.87], [-2.73, 0.44, 1.78], [-1.34, -2.13, -2.33], [0.42, -2.49, 1.61], [0.64, -2.26, -4.48], [-2.70, -3.83, -3.55], [-0.62, -3.08, -4.53], [2.23, -1.12, -1.28], [-1.56, -3.04, -3.50], [-0.84, -3.91, -5.61], [-1.99, -2.52, 1.42], [-0.46, 2.85, -0.98], [1.47, -1.48, 1.98], [2.73, -0.64, 0.07], [-3.12, -1.72, 0.76], [-2.03, 1.72, 1.43], [-3.73, -3.82, -2.45], [0.14, 1.46, -2.88], [-1.97, -4.72, -5.70], [0.03, 2.46, 0.40], [1.45, 0.86, -2.46], [-2.89, -4.66, -4.66], [1.83, -2.13, -1.23], [0.24, -3.15, 2.47], [0.30, 2.41, -3.41], [2.04, 1.56, -1.85], [-1.40, 3.40, -0.93], [-3.33, -2.07, -0.24], [-3.26, -3.74, -1.47], [-0.42, 0.78, -3.52], [3.21, 0.34, -0.01], [-0.01, 3.30, 1.09], [-2.02, -5.10, -7.81], [-3.18, -6.06, -6.88], [0.44, -1.22, -4.22], [1.34, -2.65, -3.73], [-1.87, -3.47, 0.90], [-2.18, -0.10, 2.56], [-3.78, -5.28, -4.70], [1.17, -0.96, 2.88], [1.06, 2.08, 0.38], [-2.17, -2.71, 2.48], [-4.44, -3.00, -2.57], [-4.04, -1.78, 1.35], [-3.75, 0.64, 2.12], [2.04, 0.59, -3.34], [-1.46, -6.46, -6.85], [1.14, -2.27, -5.45], [-0.11, -3.94, -6.41], [0.67, -3.11, 0.74], [-2.60, 2.28, 0.69], [-1.90, 2.34, 2.33], [2.42, -2.00, 2.18], [3.48, -1.34, 0.46], [3.03, -1.09, -2.02], [-4.30, -4.75, -2.45], [0.27, 3.49, -1.47]],
  "mulliken_spin": [1.893, -0.012, -0.023, 0.000, 0.003, 0.010, 0.003, 0.002, -0.010, 0.000, 0.023, -0.013, 0.026, 0.000, -0.007, 0.000, 0.025, 0.056, 0.000, 0.017, 0.008, 0.001, 0.010, -0.004, 0.011, 0.000, 0.006, -0.001, 0.024, 0.005, 0.001, -0.011, 0.004, 0.003, -0.009, -0.007, 0.005, -0.001, -0.006, -0.003, 0.004, 0.000, 0.000, 0.000, 0.000, -0.004, -0.003, 0.000, -0.001, -0.014, 0.000, 0.000, 0.007, 0.002, 0.000, 0.000, 0.000, 0.000, -0.011, -0.013, 0.002, 0.000, -0.001, 0.002, 0.000, -0.002],
  "lumo_energy_ev": [-1.9246, -1.9268],
  "multiplicity": 3,
  "homo_ha": [-0.33023, -0.39380],
  "charge": 1,
  "gap_ha": [0.2595, 0.3230]
}

---

(6)
{
  "formula": "C20H22BFN2O6W",
  "method": "ωB97M-V with the def2-TZVPD basis set",
  "elements": ["W", "F", "O", "O", "O", "O", "O", "O", "N", "N", "C", "C", "C", "C", "C", "C", "C", "C", "C", "C", "C", "C", "C", "C", "C", "C", "C", "C", "C", "C", "B", "H", "H", "H", "H", "H", "H", "H", "H", "H", "H", "H", "H", "H", "H", "H", "H", "H", "H", "H", "H", "H", "H"],
  "xyz": [[-0.62, -0.84, 0.74], [1.89, -0.25, -0.03], [0.09, 2.86, 1.30], [1.93, 2.01, 0.26], [1.13, -2.04, 0.17], [-2.60, 0.23, 1.34], [-1.27, 0.99, 0.97], [3.37, -2.44, -0.94], [-1.58, -2.64, 0.53], [-0.66, -3.46, -0.17], [-6.18, -0.35, 1.14], [-3.76, -0.33, 1.02], [-4.97, 0.22, 1.48], [0.56, -3.10, -0.25], [3.16, 4.03, -0.26], [1.18, -5.39, -1.09], [2.87, -3.68, -1.13], [2.07, -6.32, -1.61], [-3.77, -1.47, 0.21], [1.11, 3.41, -1.47], [-5.02, -2.01, -0.14], [0.95, 3.94, 1.01], [3.77, -4.62, -1.65], [1.80, 3.37, -0.11], [-6.21, -1.48, 0.32], [3.38, -5.93, -1.89], [0.15, 5.19, 0.65], [-2.56, -2.15, -0.29], [1.54, -4.07, -0.84], [1.75, 4.25, 2.28], [0.77, 1.60, 0.97], [-0.45, 5.50, 1.51], [-2.57, -2.39, -1.34], [0.99, 4.44, -1.84], [1.06, 4.51, 3.08], [-7.16, -1.93, 0.05], [0.17, -5.68, -0.86], [-4.92, 1.10, 2.11], [2.34, 3.39, 2.60], [3.72, 3.54, -1.06], [3.06, 5.09, -0.50], [1.72, 2.86, -2.19], [0.82, 6.01, 0.39], [4.78, -4.30, -1.86], [1.75, -7.34, -1.78], [-5.03, -2.91, -0.76], [4.09, -6.64, -2.28], [2.43, 5.10, 2.13], [3.76, 3.93, 0.65], [2.68, -1.83, -0.52], [-7.10, 0.08, 1.52], [-0.53, 5.00, -0.18], [0.13, 2.94, -1.43]],
  "nbo_charge": [1.264, -0.807, -0.771, -0.738, -0.701, -0.588, -0.538, -0.706, -0.505, -0.440, -0.235, 0.402, -0.300, 0.472, -0.617, -0.177, 0.341, -0.301, -0.154, -0.630, -0.184, 0.235, -0.297, 0.226, -0.299, -0.221, -0.620, -0.131, -0.105, -0.629, 0.968, 0.204, 0.199, 0.179, 0.204, 0.183, 0.225, 0.202, 0.222, 0.214, 0.187, 0.218, 0.187, 0.201, 0.185, 0.192, 0.183, 0.183, 0.209, 0.570, 0.183, 0.217, 0.236],
  "lumo_energy_ev": 4.6398,
  "homo_ha": 0.00150,
  "relative_energy_ev": 12.8680,
  "charge": -2,
  "gap_ha": 0.1690
}

---

(7)
{
  "formula": "CH3NO2S3",
  "method": "ωB97M-V with the def2-TZVPD basis set",
  "elements": ["S", "S", "S", "O", "O", "N", "C", "H", "H", "H"],
  "xyz": [[-0.94, -0.90, 1.22], [0.31, -1.81, -3.01], [0.75, -2.46, -0.22], [-1.96, -0.91, 0.16], [-0.77, 0.58, 1.90], [-0.19, -2.06, -1.47], [0.23, 0.33, 0.88], [0.36, 0.88, -0.10], [-1.11, -1.68, -1.15], [1.25, 0.09, 1.26]],
  "nbo_charge": [1.486, 0.179, 0.163, -0.959, -0.646, -0.752, -0.348, 0.230, 0.450, 0.196],
  "lumo_energy_ev": -2.1930,
  "homo_ha": -0.34013,
  "relative_energy_ev": 2.6217,
  "charge": 0,
  "gap_ha": 0.2595
}

---

Please write out number 2 again, unchanged.
{
  "formula": "C12H24N2RuS5",
  "method": "ωB97M-V with the def2-TZVPD basis set",
  "elements": ["Ru", "S", "S", "S", "S", "S", "N", "N", "C", "C", "C", "C", "C", "C", "C", "C", "C", "C", "C", "C", "H", "H", "H", "H", "H", "H", "H", "H", "H", "H", "H", "H", "H", "H", "H", "H", "H", "H", "H", "H", "H", "H", "H", "H"],
  "xyz": [[0.66, 0.45, -1.41], [-0.15, -0.08, -3.67], [-0.08, 2.65, -2.47], [2.65, 1.83, -1.68], [-0.73, -0.46, 0.36], [2.45, -1.03, -2.72], [-2.39, -0.71, 2.40], [-0.17, -0.79, 2.97], [1.85, 2.98, -0.46], [-1.74, 1.85, -2.38], [1.17, -2.34, -2.79], [-1.80, -1.72, 4.55], [-0.45, -1.04, 4.40], [-2.86, -0.94, 3.79], [3.64, 0.53, -0.80], [0.35, 3.23, -0.76], [-0.26, -1.80, -3.02], [-1.12, -0.66, 2.07], [-1.78, 0.73, -3.42], [3.06, -0.87, -0.99], [0.15, 4.30, -0.71], [-3.09, -0.61, 1.67], [-2.03, 1.12, -4.40], [-1.91, 1.50, -1.37], [-0.31, 2.73, -0.06], [-0.77, -2.41, -3.77], [1.48, -2.95, -3.63], [-2.53, -0.02, -3.15], [0.78, -0.77, 2.66], [0.35, -1.67, 4.78], [-3.06, 0.02, 4.26], [3.73, 0.79, 0.26], [-2.07, -1.78, 5.60], [-0.86, -1.79, -2.12], [3.83, -1.62, -0.79], [4.63, 0.59, -1.25], [-1.74, -2.74, 4.17], [2.41, 3.91, -0.53], [1.21, -2.95, -1.89], [1.98, 2.59, 0.55], [-3.79, -1.50, 3.74], [2.23, -1.07, -0.31], [-2.51, 2.59, -2.62], [-0.42, -0.10, 4.94]],
  "mulliken_spin": [0.799, -0.049, 0.022, -0.046, 0.078, 0.157, 0.012, 0.008, -0.008, 0.002, 0.000, 0.001, -0.001, -0.002, 0.004, 0.010, 0.000, 0.005, 0.001, -0.003, 0.003, 0.001, -0.002, -0.001, 0.004, -0.004, 0.004, 0.000, 0.000, 0.000, 0.001, 0.001, 0.000, -0.003, 0.005, -0.001, 0.000, -0.003, 0.002, 0.001, 0.000, 0.001, 0.001, 0.001],
  "lumo_energy_ev": [-11.8981, -11.4626],
  "multiplicity": 2,
  "homo_ha": [-0.66170, -0.68089],
  "charge": 3,
  "gap_ha": [0.2245, 0.2596]
}